(1)
{
  "formula": "C17H13N2O6SeV",
  "method": "the ωB97M-V functional and the def2-TZVPD basis",
  "charge": -1,
  "homo_energy_ev": [-3.23, -4.83],
  "spin_multiplicity": 4,
  "e_tot_ha": -4562.0444,
  "lumo_ev": [2.7003, 2.4413],
  "symbols": ["V", "C", "O", "C", "C", "C", "C", "C", "C", "N", "N", "C", "C", "O", "C", "C", "C", "C", "C", "C", "C", "C", "H", "H", "H", "H", "H", "H", "H", "H", "H", "H", "H", "H", "H", "O", "Se", "O", "O", "O"],
  "xyz": [[-1.87266, -0.57188, 0.78330], [-2.95844, -3.56330, 0.35661], [-2.00988, -2.53602, -0.05826], [-0.79818, -2.96044, -0.65305], [-0.50246, -4.29280, -0.92687], [0.77619, -4.66750, -1.38066], [1.77175, -3.69550, -1.59035], [1.47135, -2.38264, -1.32195], [0.19995, -1.98050, -0.83913], [-0.13842, -0.70368, -0.43384], [0.79122, 0.21656, -0.71957], [0.40728, 1.47622, -0.39340], [-0.88931, 1.87242, -0.02897], [-1.93003, 1.05546, 0.10607], [-1.18120, 3.21479, 0.24289], [-0.20467, 4.13883, 0.12241], [1.13248, 3.84705, -0.21468], [2.12760, 4.88075, -0.31280], [3.43649, 4.59735, -0.57282], [3.72797, 3.22788, -0.82352], [2.81393, 2.21234, -0.76907], [1.44959, 2.49983, -0.46772], [-3.41949, -4.05565, -0.51309], [-2.45992, -4.29679, 0.99241], [-3.72401, -3.05383, 0.91428], [-1.24252, -5.06719, -0.73552], [0.96889, -5.70906, -1.62081], [2.76853, -3.96323, -1.95868], [2.18796, -1.57806, -1.43889], [-2.18664, 3.46938, 0.52130], [-0.47062, 5.18715, 0.25122], [1.82209, 5.91808, -0.16371], [4.21980, 5.35897, -0.59183], [4.71345, 2.94718, -1.13448], [3.11810, 1.20786, -0.97704], [-3.07479, -1.71782, 4.35453], [-2.88681, -0.42630, 3.42915], [-3.59760, -0.60678, 1.82509], [-1.31312, -0.51224, 2.61294], [-3.04386, 1.01309, 4.12851]]
}


(2)
{
  "formula": "C46H70IN3O24P2S",
  "method": "the ωB97M-V functional and the def2-TZVPD basis",
  "homo_energy_ev": -7.99,
  "spin_multiplicity": 1,
  "e_tot_ha": -5143.6348,
  "lumo_ev": -0.6177,
  "symbols": ["C", "C", "O", "P", "O", "C", "C", "C", "C", "C", "N", "C", "C", "P", "N", "C", "I", "C", "C", "C", "C", "C", "S", "C", "N", "O", "C", "C", "H", "H", "H", "H", "H", "H", "H", "H", "H", "H", "H", "H", "H", "H", "H", "H", "H", "H", "H", "H", "H", "H", "H", "H", "H", "H", "H", "H", "C", "C", "C", "O", "C", "O", "O", "H", "H", "H", "H", "H", "H", "C", "C", "C", "O", "C", "O", "O", "H", "H", "H", "H", "H", "H", "C", "C", "C", "O", "C", "O", "O", "H", "H", "H", "H", "H", "H", "C", "C", "C", "O", "C", "O", "O", "H", "H", "H", "H", "H", "H", "C", "C", "C", "O", "C", "O", "O", "H", "H", "H", "H", "H", "H", "C", "C", "C", "O", "C", "O", "O", "H", "H", "H", "H", "H", "H", "C", "C", "C", "O", "C", "O", "O", "H", "H", "H", "H", "H", "H"],
  "xyz": [[-3.12712, -3.56365, 0.58478], [-2.49723, -4.51057, -0.41490], [-2.85531, -4.18561, -1.76978], [-1.74569, -4.36955, -2.89357], [-2.29172, -4.04427, -4.21581], [-1.20286, -6.07357, -2.75717], [0.30839, -6.29931, -2.78110], [0.77508, -7.17188, -1.61785], [0.53134, -6.43245, -0.33539], [-0.40840, -6.88043, 0.61049], [-0.67910, -6.24532, 1.71118], [-0.01433, -5.07303, 1.91211], [-0.30723, -4.30749, 3.08234], [-1.53708, -5.03814, 4.19911], [-1.10599, -6.32429, 4.98642], [0.32995, -3.09667, 3.27882], [0.05631, -1.85391, 4.93496], [1.26820, -2.63079, 2.33790], [1.57386, -3.35992, 1.18820], [2.57921, -2.85324, 0.20808], [2.21024, -1.50508, -0.42361], [2.38317, -1.50535, -1.92614], [4.08447, -1.85499, -2.46364], [0.92378, -4.60511, 0.97299], [1.19282, -5.32257, -0.15528], [-0.49029, -3.49723, -2.47008], [-0.70853, -2.07814, -2.51486], [-0.87651, -1.44837, -1.14539], [-3.53360, -4.13238, 1.40581], [-3.90291, -2.96810, 0.13316], [-2.39454, -2.89328, 1.00054], [-2.84417, -5.51258, -0.20602], [-1.42157, -4.52080, -0.27589], [-1.65011, -6.55738, -3.61004], [-1.65996, -6.51257, -1.88064], [0.85965, -5.37761, -2.69117], [0.60720, -6.76365, -3.70887], [1.84363, -7.31047, -1.67567], [0.26050, -8.12097, -1.62487], [-0.94162, -7.79478, 0.41545], [-2.64980, -5.30470, 3.37724], [-1.95384, -4.01700, 5.05491], [-0.15554, -6.59996, 4.79163], [1.77454, -1.69981, 2.51038], [2.74485, -3.56750, -0.57663], [3.53712, -2.73994, 0.69429], [1.18602, -1.22139, -0.21934], [2.86367, -0.73262, -0.04455], [1.74207, -2.23954, -2.39748], [2.14861, -0.53836, -2.34558], [4.02159, -3.17691, -2.61396], [-1.57659, -1.85358, -3.11520], [0.12390, -1.62954, -3.03085], [-0.31638, -0.52510, -1.11396], [-0.49404, -2.06020, -0.34377], [-1.91563, -1.20314, -0.99402], [-4.28462, -0.45961, -4.60508], [-4.47463, 0.53594, -3.48488], [-4.95169, 1.90619, -3.91658], [-4.36508, 2.76428, -2.92461], [-3.25055, 2.15360, -2.46071], [-2.42054, 2.67211, -1.79228], [-3.21442, 0.86788, -2.86752], [-4.08313, -1.45859, -4.21743], [-5.17832, -0.50839, -5.22707], [-3.43438, -0.17413, -5.22443], [-5.12312, 0.11942, -2.71008], [-6.03336, 2.00919, -3.91159], [-4.56460, 2.19114, -4.89746], [-3.31463, 2.90513, 6.99573], [-1.90956, 2.42345, 6.73625], [-1.81118, 0.98244, 6.29086], [-0.52840, 0.58882, 6.81470], [-0.26814, 1.36237, 7.89815], [0.59596, 1.15565, 8.68091], [-1.13489, 2.39704, 7.95511], [-3.33237, 3.98148, 7.16394], [-3.95544, 2.67864, 6.14481], [-3.71598, 2.42511, 7.88874], [-1.39793, 3.08552, 6.03336], [-1.83521, 0.85230, 5.21317], [-2.57966, 0.35121, 6.74236], [-6.94741, 0.49431, 5.05823], [-5.90673, 0.48685, 3.96602], [-6.08004, -0.60533, 2.93186], [-4.72127, -0.85895, 2.52938], [-3.92192, -0.53321, 3.56941], [-2.76881, -0.82277, 3.66117], [-4.60415, 0.15543, 4.49965], [-6.84952, 1.38702, 5.67538], [-7.94996, 0.48128, 4.63072], [-6.82676, -0.37078, 5.71178], [-5.84189, 1.46691, 3.49617], [-6.67486, -0.29464, 2.07703], [-6.49696, -1.52729, 3.34698], [7.89726, 2.41742, -1.48150], [6.88597, 1.43355, -0.94426], [5.69067, 1.21778, -1.84279], [4.65196, 0.90413, -0.89073], [4.97253, 1.48477, 0.28069], [4.23409, 1.60020, 1.20390], [6.25125, 1.92788, 0.26089], [8.80146, 2.41906, -0.87285], [8.16803, 2.15958, -2.50455], [7.49165, 3.42838, -1.46996], [7.37101, 0.48715, -0.69370], [5.81441, 0.40303, -2.54551], [5.40623, 2.11576, -2.38574], [3.38234, 0.74484, -8.56158], [4.22918, 0.25158, -7.41414], [3.45104, -0.19051, -6.18943], [4.36934, 0.10416, -5.13011], [5.16218, 1.11252, -5.54128], [5.85917, 1.72750, -4.80175], [5.03617, 1.31814, -6.86622], [3.98749, 0.90014, -9.45356], [2.60226, 0.02148, -8.79797], [2.92023, 1.69874, -8.30849], [4.90858, -0.53599, -7.74803], [3.20666, -1.24943, -6.19136], [2.53898, 0.39135, -6.03585], [5.20341, 5.27584, 0.16905], [5.71718, 6.63272, -0.24401], [5.13177, 7.79623, 0.52694], [5.16509, 8.85522, -0.43899], [5.10658, 8.29285, -1.67102], [4.90234, 8.88704, -2.67394], [5.31091, 6.95744, -1.58861], [5.76907, 4.48149, -0.31162], [5.28357, 5.14060, 1.24729], [4.16082, 5.15725, -0.12690], [6.80961, 6.65568, -0.21353], [5.71159, 8.06873, 1.40469], [4.09351, 7.62043, 0.81833], [-3.10185, 5.78213, 0.36715], [-3.55396, 5.66040, 1.80029], [-2.44295, 5.45064, 2.80748], [-3.09865, 4.67672, 3.82879], [-4.10458, 4.00155, 3.24155], [-4.70751, 3.10914, 3.75559], [-4.33673, 4.46059, 2.00307], [-3.92781, 6.07678, -0.27779], [-2.31312, 6.52958, 0.28002], [-2.73134, 4.82592, 0.00324], [-4.17938, 6.51140, 2.07965], [-2.05725, 6.37529, 3.22720], [-1.61678, 4.86291, 2.40213]]
}


(3)
{
  "formula": "C26H26Cl2N3O5S",
  "method": "the ωB97M-V functional and the def2-TZVPD basis",
  "charge": -1,
  "homo_energy_ev": -3.65,
  "spin_multiplicity": 1,
  "e_tot_ha": -2865.4613,
  "lumo_ev": 2.4020,
  "symbols": ["C", "N", "C", "O", "N", "C", "C", "O", "C", "C", "C", "C", "C", "C", "N", "C", "C", "C", "C", "C", "C", "C", "C", "C", "O", "H", "H", "H", "H", "H", "H", "H", "H", "H", "H", "H", "H", "H", "H", "H", "H", "H", "H", "H", "H", "H", "Cl", "C", "C", "C", "C", "S", "C", "Cl", "O", "O", "C", "C", "H", "H", "H", "H", "H"],
  "xyz": [[2.96905, -2.31931, -3.34398], [3.00806, -1.13506, -2.50848], [4.27267, -0.56658, -2.36048], [5.28041, -1.14882, -2.76144], [4.34495, 0.69499, -1.77793], [5.68987, 1.22992, -1.71068], [3.27736, 1.30912, -1.10549], [3.46738, 2.30313, -0.40754], [1.94231, 0.71962, -1.31823], [0.89300, 1.11720, -0.54396], [-0.50869, 0.88423, -0.91181], [-1.07284, -0.35221, -0.60829], [-2.32437, -0.71361, -1.04688], [-3.11771, 0.20056, -1.77942], [-4.38468, -0.17019, -2.14508], [-5.02276, -1.33270, -1.54597], [-4.06197, -2.49240, -1.47584], [-2.78827, -2.09526, -0.73003], [-5.32828, 0.82633, -2.58059], [-4.67681, 1.83679, -3.49351], [-3.38955, 2.44415, -2.89164], [-2.57438, 1.48207, -2.07949], [-1.30420, 1.80885, -1.62377], [1.83081, -0.44248, -2.22650], [0.76470, -0.85850, -2.69302], [1.93211, -2.62588, -3.44860], [3.40145, -2.07663, -4.31880], [3.57481, -3.09913, -2.88011], [5.63653, 2.24548, -1.33276], [6.30542, 0.59959, -1.05967], [6.12251, 1.19686, -2.71445], [1.08706, 1.74661, 0.32262], [-0.47994, -1.06860, -0.04735], [-5.37114, -1.06546, -0.53307], [-5.89867, -1.56191, -2.16150], [-4.56406, -3.31132, -0.96087], [-3.80447, -2.82221, -2.48815], [-1.99712, -2.81618, -0.99185], [-2.95887, -2.18998, 0.35877], [-6.12408, 0.30381, -3.11110], [-5.78641, 1.33400, -1.71703], [-4.39735, 1.35347, -4.43919], [-5.38339, 2.64746, -3.70615], [-2.76760, 2.82752, -3.71706], [-3.65240, 3.32486, -2.27678], [-0.90969, 2.79465, -1.87535], [3.32740, 0.44302, 9.17565], [2.59382, 0.23309, 7.63089], [2.11990, -1.02699, 7.23589], [1.54848, -1.20672, 5.96663], [1.43566, -0.11926, 5.09329], [0.51205, -0.38450, 3.51821], [1.33973, 0.03785, 2.03572], [2.01596, -1.25325, 1.20735], [0.34124, -1.82008, 3.57432], [-0.66799, 0.45553, 3.58194], [1.89675, 1.14442, 5.47527], [2.49497, 1.31064, 6.73667], [2.19203, -1.85966, 7.92547], [1.19700, -2.21130, 5.71634], [1.85119, 1.01583, 2.08070], [1.78583, 1.98704, 4.78533], [2.86524, 2.28746, 7.02881]]
}